Record 1
DFT (ωB97M-V/def2-TZVPD) results for a 9-piece molecular cluster, C12H42O9 overall at a distorted geometry.

```
63
Properties=species:S:1:pos:R:3:lowdin_charge:R:1
C 2.321 -4.033 -0.440 -0.047
C 2.598 -3.955 -1.950 -0.308
O 2.716 -2.622 -2.315 -0.094
H 2.680 -4.939 0.050 0.083
H 1.239 -3.964 -0.325 0.064
H 2.737 -3.172 0.082 0.066
H 1.897 -4.507 -2.576 0.102
H 3.580 -4.402 -2.104 0.106
H 3.114 -2.413 -3.163 0.109
C -0.540 1.242 0.939 -0.071
C 0.386 0.508 0.016 -0.299
O 1.454 -0.055 0.784 -0.116
H -0.827 0.579 1.756 0.076
H -1.405 1.629 0.401 0.071
H -0.027 2.116 1.340 0.071
H 0.793 1.163 -0.754 0.114
H -0.185 -0.308 -0.427 0.105
H 2.134 -0.259 0.138 0.012
C -1.201 -3.624 -2.427 -0.093
C -2.011 -4.572 -1.579 -0.292
O -1.211 -5.721 -1.131 -0.085
H -0.450 -4.167 -3.001 0.072
H -0.770 -2.731 -1.975 0.063
H -1.926 -3.273 -3.161 0.069
H -2.795 -4.800 -2.301 0.095
H -2.552 -4.091 -0.764 0.108
H -1.724 -6.270 -0.533 0.071
C -1.318 1.577 -3.214 -0.086
C -1.443 2.834 -4.002 -0.359
O -2.727 3.357 -3.790 -0.067
H -1.979 0.811 -3.620 0.079
H -1.523 1.724 -2.154 0.066
H -0.344 1.092 -3.282 0.073
H -1.355 2.699 -5.080 0.111
H -0.667 3.570 -3.790 0.110
H -2.730 3.932 -4.559 0.079
C -0.685 -1.936 4.117 -0.090
C -0.234 -2.610 2.842 -0.349
O 1.077 -2.345 2.449 -0.074
H -1.698 -2.041 4.504 0.068
H -0.627 -0.848 4.088 0.064
H -0.048 -2.311 4.919 0.073
H -0.860 -2.284 2.012 0.098
H -0.460 -3.675 2.884 0.106
H 1.238 -1.670 1.786 0.037
C -1.091 6.587 1.804 -0.090
C -1.664 5.382 1.087 -0.312
O -2.039 4.549 2.146 -0.096
H -0.211 6.243 2.346 0.082
H -1.797 7.192 2.372 0.076
H -0.682 7.367 1.162 0.067
H -0.891 4.827 0.557 0.111
H -2.414 5.654 0.344 0.114
H -2.952 4.779 2.333 0.100
O -0.211 3.255 3.961 -0.057
H -0.742 3.004 4.717 0.028
H -0.844 3.578 3.320 -0.022
O 3.583 1.633 2.307 -0.049
H 4.097 1.966 1.571 0.021
H 2.932 1.058 1.904 -0.006
O 3.481 -0.498 -0.866 -0.027
H 3.427 -1.386 -1.219 0.002
H 4.376 -0.425 -0.536 0.067
```

## Properties
- HOMO energy (eV) = -9.572
- orbital gap (Ha) = 0.366
- structure (SMILES) = CCO.CCO.CCO.CCO.CCO.CCO.O.O.O
- relative energy (zero: lowest compared OMol25 entry of this formula, charge and spin) (eV) = 3.282
- net charge = 0

***

Record 2
DFT (ωB97M-V/def2-TZVPD) results for a 8-piece molecular cluster, C12H43BO13 overall at a distorted geometry.

```
69
Properties=species:S:1:pos:R:3:lowdin_charge:R:1
O -2.692 -9.744 20.605 0.397
H -2.516 -9.232 21.398 0.187
H -2.290 -10.614 20.649 0.190
H -3.635 -9.813 20.437 0.185
B -7.153 -10.120 20.514 -0.462
H -6.712 -9.393 19.850 -0.129
H -8.214 -10.230 20.354 -0.107
H -6.611 -11.053 20.515 -0.128
H -6.865 -9.717 21.472 -0.132
C -0.491 -7.432 25.039 -0.228
C 0.598 -8.487 24.632 -0.237
O 0.988 -8.286 23.313 -0.077
O -1.751 -7.613 24.433 -0.093
H -0.221 -6.399 24.820 0.118
H -0.727 -7.572 26.094 0.114
H 0.212 -9.506 24.659 0.114
H 1.466 -8.393 25.284 0.120
H 1.929 -8.185 23.153 0.090
H -2.472 -7.163 24.879 0.088
C -10.843 -15.949 19.236 -0.246
C -11.772 -17.049 18.687 -0.216
O -11.746 -18.344 19.345 -0.078
O -9.473 -16.013 18.825 -0.073
H -10.818 -15.937 20.326 0.116
H -11.348 -15.017 18.983 0.110
H -11.468 -17.206 17.652 0.113
H -12.799 -16.685 18.673 0.116
H -10.820 -18.598 19.357 0.074
H -8.971 -15.339 19.287 0.084
C -2.990 -12.186 11.987 -0.247
C -4.053 -12.691 12.938 -0.271
O -4.477 -11.834 13.950 -0.050
O -1.709 -11.989 12.556 -0.073
H -3.234 -11.266 11.457 0.120
H -2.859 -12.943 11.213 0.113
H -3.743 -13.576 13.493 0.119
H -4.836 -13.054 12.273 0.116
H -5.280 -12.133 14.382 0.091
H -1.015 -11.818 11.914 0.081
C -9.242 -7.579 14.371 -0.238
C -10.040 -8.015 15.602 -0.270
O -9.845 -9.344 15.973 -0.043
O -7.823 -7.516 14.617 -0.074
H -9.533 -6.605 13.979 0.112
H -9.460 -8.156 13.472 0.109
H -11.085 -7.822 15.361 0.114
H -9.790 -7.324 16.408 0.124
H -9.290 -9.353 16.756 0.093
H -7.562 -8.347 15.019 0.071
C -11.071 -7.090 23.999 -0.250
C -11.902 -8.381 23.926 -0.244
O -11.116 -9.570 24.118 -0.069
O -10.447 -6.864 22.751 -0.050
H -10.410 -7.088 24.866 0.119
H -11.861 -6.371 24.217 0.112
H -12.429 -8.481 22.977 0.117
H -12.738 -8.374 24.626 0.111
H -10.522 -9.502 23.368 0.070
H -9.822 -7.584 22.636 0.081
C -4.581 -13.350 28.559 -0.208
C -5.665 -12.509 27.833 -0.257
O -6.816 -13.260 27.509 -0.066
O -3.510 -12.521 29.086 -0.079
H -4.147 -14.093 27.890 0.114
H -5.130 -13.937 29.296 0.109
H -5.203 -12.241 26.883 0.105
H -5.976 -11.522 28.177 0.120
H -7.429 -12.650 27.092 0.088
H -2.700 -12.990 29.298 0.076
```

## Properties
- HOMO energy (eV) = -7.682
- orbital gap (Ha) = 0.210
- relative energy (zero: lowest compared OMol25 entry of this formula, charge and spin) (eV) = 6.195
- net charge = 0

***

> What is the formula in the first record?

C12H42O9

***

> Which of these has the lowest HOMO energy?

C12H42O9

***

> Which value of HOMO energy does entry 1 give?

-9.572 eV